ORCA calculation (ωB97M-V/def2-TZVPD) on C25H18Cl2N2O4W as an isolated structure.

The geometry in XYZ format:
```
52
Properties=species:S:1:pos:R:3
W 0.59270 0.52826 -1.17561
Cl -4.53794 4.51037 2.25911
C -3.34053 3.77734 1.27474
C -3.27465 4.08490 -0.08614
C -2.31424 3.50105 -0.89366
C -1.42964 2.59964 -0.33675
O -0.48515 2.00554 -1.12755
C -1.47117 2.28002 1.02158
C -0.52283 1.38617 1.62602
N 0.31067 0.62155 0.99532
C 1.26363 -0.13836 1.74152
C 1.15795 -0.51532 3.05323
C 2.21077 -1.21550 3.67767
C 3.35612 -1.51252 2.99316
C 3.48422 -1.14367 1.63287
C 4.64341 -1.38683 0.86207
C 4.69257 -0.97684 -0.44377
C 3.57313 -0.36228 -1.00866
N 2.45778 -0.13099 -0.31960
C 2.41641 -0.48129 1.01123
C -2.43439 2.89782 1.82968
H -3.97724 4.79138 -0.50724
H -2.24079 3.74298 -1.94556
H -0.49692 1.38376 2.71271
H 0.26733 -0.29513 3.62737
H 2.10674 -1.50707 4.71341
H 4.17277 -2.02946 3.47975
H 5.49239 -1.88414 1.31494
H 5.57274 -1.12742 -1.05162
H 3.57653 -0.04651 -2.04291
H -2.47284 2.68163 2.88999
C -0.83276 -2.67700 0.63214
C -1.54618 -1.68157 -0.23063
C -2.78516 -1.17675 0.09628
C -3.45642 -0.28407 -0.75431
Cl -4.95574 0.36656 -0.25733
C -2.93287 0.06843 -1.98299
C -1.67630 -0.40912 -2.34497
C -0.98045 -1.21780 -1.43719
O 0.36233 -1.56942 -1.71728
C 0.73698 -1.88008 -3.09742
C 1.30339 -0.63546 -3.77149
O 1.58101 -0.60301 -4.92058
O 1.46800 0.39298 -2.89656
H -1.19881 -2.63233 1.65596
H 0.24556 -2.52523 0.63246
H -1.01789 -3.68593 0.25631
H -3.25377 -1.47609 1.02521
H -3.49458 0.70041 -2.65626
H -1.29844 -0.19610 -3.33809
H -0.12152 -2.26904 -3.63869
H 1.50412 -2.64845 -3.03185
```

Computed properties:
* HOMO-LUMO gap: 0.237 Eh
* net charge: +2
* LUMO: -7.84 eV
* HOMO level: -0.52560 Eh



ORCA calculation (ωB97M-V/def2-TZVPD) on C43H36ClN4O3P2PtSeTe as an isolated structure at a distorted geometry.

The geometry in XYZ format:
```
92
Properties=species:S:1:pos:R:3
Pt -0.78972 -0.89115 -1.72541
Cl -2.58982 7.61745 1.04504
C -2.24834 5.95743 0.68748
C -2.12442 5.06147 1.68970
C -1.73651 3.66454 1.38999
C -1.82803 3.29491 -0.04152
O -1.93782 1.99642 -0.19740
C -1.91941 4.25004 -1.04684
C -1.82031 3.95519 -2.48278
O -1.38391 2.93617 -2.94702
C -2.09890 5.58590 -0.66580
H -2.22528 5.35990 2.72563
H -0.69069 3.51192 1.71518
H -2.12502 4.78491 -3.14734
H -2.16694 6.34752 -1.43353
Te 2.13036 -2.99398 1.32120
C 1.06191 -3.53067 -0.41552
C 0.11261 -4.57034 -0.43920
C -0.68135 -4.72225 -1.53596
N -0.60974 -3.87032 -2.58745
C 0.22918 -2.77718 -2.55307
C 1.17655 -2.70601 -1.51365
C 1.37427 -0.97553 1.24054
P 2.76996 0.03701 0.69244
C 3.84546 -0.18810 2.17136
C 3.38754 0.17436 3.44082
C 4.17077 -0.05128 4.56068
C 5.42466 -0.63773 4.42363
C 5.88994 -0.99104 3.16765
C 5.10099 -0.76901 2.04354
C 2.36359 1.82225 0.79936
C 3.29031 2.69181 1.38476
C 3.13387 4.06768 1.29185
C 2.07806 4.60164 0.56962
C 1.16678 3.75033 -0.04102
C 1.29426 2.37333 0.08740
P -0.26911 -0.82748 0.58022
C -0.94728 0.57538 1.58643
C -2.16420 1.34729 1.11114
C -2.55302 2.51889 2.03497
C -2.20405 2.34814 3.47483
C -1.23987 1.51500 3.84537
C -0.56073 0.67386 2.86305
C -1.31928 -2.11234 1.38150
C -1.07385 -2.55948 2.67900
C -1.97995 -3.39018 3.31825
C -3.15030 -3.77616 2.67653
C -3.40843 -3.33095 1.38981
C -2.49879 -2.49925 0.74654
H 0.01564 -5.25119 0.39492
H -1.39578 -5.52693 -1.63070
H 0.44410 -2.33678 -3.51623
H 1.95697 -1.96078 -1.58146
H 2.42195 0.65524 3.53976
H 3.80683 0.22925 5.54162
H 6.03721 -0.81599 5.29809
H 6.86962 -1.43826 3.05851
H 5.46519 -1.04649 1.06134
H 4.14310 2.28906 1.91500
H 3.85535 4.72348 1.76372
H 1.97053 5.67520 0.46996
H 0.37145 4.16355 -0.65008
H 0.57858 1.72497 -0.40356
H -2.98801 0.64417 0.96798
H -3.61615 2.74165 1.92300
H -2.71528 2.98429 4.18884
H -0.94896 1.42473 4.88436
H 0.25058 0.04546 3.20899
H -0.17878 -2.24842 3.20002
H -1.78014 -3.72587 4.32793
H -3.86569 -4.41081 3.18464
H -4.32266 -3.62034 0.88663
H -2.70284 -2.14316 -0.25568
Se -2.77543 -0.85507 -2.86036
C -1.44825 -4.08352 -3.72867
C -2.79948 -4.33080 -3.55588
C -3.56516 -4.56816 -4.68758
N -3.06651 -4.57285 -5.91959
C -1.77056 -4.31656 -6.06669
C -0.91552 -4.05803 -5.00550
H -3.24196 -4.30950 -2.56842
H -4.62957 -4.75354 -4.60187
H -1.39345 -4.32814 -7.08274
H 0.13634 -3.86994 -5.17755
N 2.93782 0.88239 -3.95263
C 1.67399 0.57179 -3.57329
N 0.66579 0.92034 -4.40529
O 1.47311 -0.03295 -2.51073
H 3.15009 1.32425 -4.82761
H 3.69068 0.58153 -3.36109
H 0.82640 1.49926 -5.20970
H -0.27711 0.87315 -4.04434
```

Computed properties:
* HOMO-LUMO gap (alpha / beta): 0.109 / 0.109 Eh
* net charge: +1
* LUMO (alpha / beta): -5.29 / -5.29 eV
* HOMO level (alpha / beta): -0.30353 / -0.30336 Eh



ORCA calculation (ωB97M-V/def2-TZVPD) on one molecule with the formula C4H5NO2.

The geometry in XYZ format:
```
12
Properties=species:S:1:pos:R:3
O -2.27493 1.12761 -1.30921
C -1.16416 0.75896 -1.02565
C -0.88071 -0.17147 0.11241
C 0.14243 -1.26507 -0.15583
N 0.40563 -0.19663 0.72833
C 1.45095 0.64441 1.00862
O 2.61270 0.31696 0.97125
H -0.27362 1.06483 -1.61849
H -1.72896 -0.38688 0.75872
H 0.63416 -1.28099 -1.13024
H -0.02437 -2.24070 0.29505
H 1.10086 1.62897 1.36506
```

Computed properties:
* HOMO-LUMO gap: 0.393 Eh
* SMILES: O=C[C@H]1CN1C=O
* LUMO: 0.54 eV
* HOMO level: -0.37281 Eh



What energy relative to the best compared isomer or geometry (same formula, charge and spin) values result from the calculations? In sequence: 26.1 586.2 191.6 kJ/mol.
What calculated total energy values result from the calculations? In sequence: -2360.9214 -6036.2344 -360.5965 Eh.